A 7-piece molecular cluster, C54H121N7O10 overall in a non-equilibrium geometry. Source: OMol25; level of theory: ωB97M-V/def2-TZVPD.

Charge: 0
Energy above the lowest of the compared OMol25 structures with the same formula, charge and spin: 0.0 kcal per mole
SMILES: CC1(C)CCCC(C)(C)N1O.CC1(C)CCCC(C)(C)N1O.CC1(C)CCCC(C)(C)N1O.CC1(C)CCCC(C)(C)N1O.COCCNCCOC.COCCNCCOC.COCCNCCOC
E_LUMO: 0.018 Eh
HOMO-LUMO gap: 0.3336 hartree
HOMO level: -8.58 eV
Max |F|: 0.05046 hartree/bohr

Last columns: bonded neighbours and bond lengths (Å).
Atoms and positions in Å:
1 O 1.333 0.476 7.557  N15 1.459, H76 0.978
2 O -3.162 -3.026 -0.729  C46 1.393, C67 1.420
3 O 0.800 -3.608 3.586  C42 1.433, C71 1.425
4 O 1.772 -5.059 -2.702  C37 1.438, C64 1.402
5 O -1.482 -2.943 -5.233  C35 1.406, C52 1.423
6 O 0.668 0.094 0.307  C21 1.404, C38 1.419
7 O 1.344 1.042 -6.716  N13 1.456, H169 0.982
8 O -0.347 -3.524 7.606  C19 1.393, C60 1.432
9 O 7.277 1.390 0.712  N12 1.435, H107 0.983
10 O -4.813 0.503 -1.995  N11 1.511, H126 0.961
11 N -4.565 1.915 -2.473  O10 1.511, C28 1.467, C50 1.432
12 N 6.194 2.277 0.399  O9 1.435, C30 1.441, C65 1.465
13 N 1.463 1.707 -5.426  O7 1.456, C24 1.485, C69 1.458
14 N -1.222 -4.748 5.234  C27 1.457, C47 1.432, H100 1.019
15 N 0.816 1.384 6.540  O1 1.459, C34 1.476, C62 1.469
16 N -3.824 -3.746 -3.557  C57 1.478, C59 1.471, H156 1.015
17 N 1.656 -2.493 -0.858  C29 1.454, C48 1.451, H120 1.020
18 C 2.074 -0.439 -4.584  C24 1.546, H88 1.096, H103 1.091, H154 1.086
19 C -0.518 -2.738 8.744  O8 1.393, H184 1.117, H188 1.093, H192 1.097
20 C 3.446 3.053 0.193  C53 1.558, C63 1.583, H75 1.087, H147 1.099
21 C -0.474 0.911 0.319  O6 1.404, H129 1.102, H145 1.104, H164 1.101
22 C 1.513 3.811 -6.571  C69 1.515, H116 1.088, H151 1.086, H182 1.090
23 C -4.986 3.596 -4.149  C44 1.575, C50 1.540, H82 1.106, H95 1.084
24 C 1.127 0.757 -4.335  N13 1.485, C18 1.546, C41 1.516, C68 1.533
25 C -3.882 2.383 -0.192  C28 1.578, H106 1.090, H122 1.104, H178 1.093
26 C 6.475 1.731 -1.883  C30 1.516, H83 1.089, H87 1.094, H159 1.085
27 C -0.631 -5.507 4.140  N14 1.457, C42 1.514, H93 1.108, H146 1.112
28 C -4.927 2.743 -1.318  N11 1.467, C25 1.578, C43 1.511, C66 1.538
29 C 0.691 -3.545 -1.137  N17 1.454, C64 1.492, H108 1.110, H141 1.097
30 C 5.476 1.769 -0.743  N12 1.441, C26 1.516, C39 1.527, C63 1.552
31 C 1.062 3.656 -4.124  C58 1.521, C69 1.550, H99 1.079, H175 1.094
32 C 4.876 1.327 2.352  C65 1.585, H74 1.088, H92 1.081, H125 1.081
33 C 2.296 3.123 7.237  C34 1.566, H171 1.092, H172 1.086, H180 1.101
34 C 1.896 2.238 6.009  N15 1.476, C33 1.566, C36 1.570, C70 1.501
35 C -1.075 -4.021 -6.039  O5 1.406, H85 1.087, H161 1.103, H186 1.111
36 C 3.157 1.447 5.508  C34 1.570, H72 1.092, H102 1.095, H187 1.090
37 C 3.097 -4.574 -2.981  O4 1.438, H80 1.092, H134 1.102, H179 1.092
38 C 0.472 -1.201 0.855  O6 1.419, C48 1.485, H101 1.106, H155 1.090
39 C 4.792 0.410 -0.607  C30 1.527, H90 1.098, H124 1.101, H138 1.078
40 C 0.585 -0.734 5.129  C62 1.566, H89 1.095, H137 1.100, H163 1.098
41 C 1.324 1.484 -3.019  C24 1.516, C58 1.562, H78 1.086, H150 1.089
42 C -0.096 -4.594 3.057  O3 1.433, C27 1.514, H117 1.101, H130 1.091
43 C -4.689 4.165 -1.770  C28 1.511, C44 1.584, H77 1.098, H118 1.096
44 C -5.542 4.569 -3.042  C23 1.575, C43 1.584, H121 1.104, H152 1.102
45 C 0.686 2.263 3.841  C55 1.562, C70 1.510, H157 1.095, H189 1.090
46 C -3.370 -3.425 0.589  O2 1.393, H128 1.096, H158 1.079, H162 1.101
47 C -1.156 -5.459 6.474  N14 1.432, C60 1.476, H144 1.091, H181 1.118
48 C 1.656 -2.030 0.516  N17 1.451, C38 1.485, H148 1.085, H153 1.106
49 C -4.293 1.193 -4.753  C50 1.584, H96 1.090, H165 1.087, H185 1.096
50 C -5.133 2.111 -3.773  N11 1.432, C23 1.540, C49 1.584, C61 1.514
51 C -0.677 2.939 -5.855  C69 1.520, H91 1.095, H149 1.089, H190 1.092
52 C -2.793 -2.547 -5.619  O5 1.423, C59 1.564, H97 1.103, H110 1.088
53 C 4.340 3.492 1.392  C20 1.558, C65 1.497, H94 1.088, H143 1.096
54 C -1.298 0.158 6.549  C62 1.567, H109 1.077, H166 1.092, H191 1.091
55 C -0.527 1.557 4.529  C45 1.562, C62 1.580, H167 1.098, H177 1.095
56 C 6.596 3.278 2.544  C65 1.556, H98 1.094, H135 1.096, H183 1.092
57 C -4.111 -2.516 -2.789  N16 1.478, C67 1.471, H111 1.095, H174 1.107
58 C 0.525 2.826 -2.969  C31 1.521, C41 1.562, H115 1.081, H127 1.086
59 C -3.921 -3.430 -4.990  N16 1.471, C52 1.564, H73 1.091, H113 1.093
60 C -1.353 -4.545 7.616  O8 1.432, C47 1.476, H119 1.118, H140 1.109
61 C -6.587 1.694 -3.829  C50 1.514, H79 1.096, H84 1.096, H139 1.107
62 C -0.063 0.580 5.681  N15 1.469, C40 1.566, C54 1.567, C55 1.580
63 C 4.438 2.887 -1.029  C20 1.583, C30 1.552, H123 1.094, H133 1.097
64 C 0.746 -4.122 -2.511  O4 1.402, C29 1.492, H132 1.093, H136 1.108
65 C 5.513 2.600 1.655  N12 1.465, C32 1.585, C53 1.497, C56 1.556
66 C -6.364 2.472 -0.842  C28 1.538, H104 1.079, H112 1.092, H176 1.090
67 C -4.408 -2.869 -1.392  O2 1.420, C57 1.471, H81 1.100, H142 1.090
68 C -0.315 0.238 -4.373  C24 1.533, H105 1.103, H114 1.099, H170 1.079
69 C 0.801 3.003 -5.505  N13 1.458, C22 1.515, C31 1.550, C51 1.520
70 C 1.390 3.096 4.886  C34 1.501, C45 1.510, H160 1.117, H173 1.092
71 C 1.930 -4.199 4.223  O3 1.425, H86 1.101, H131 1.103, H168 1.094
72 H 3.614 0.781 6.243  C36 1.092
73 H -3.860 -4.369 -5.542  C59 1.091
74 H 5.633 0.545 2.345  C32 1.088
75 H 2.678 3.778 -0.062  C20 1.087
76 H 2.002 -0.093 7.127  O1 0.978
77 H -3.629 4.354 -1.981  C43 1.098
78 H 2.374 1.762 -3.024  C41 1.086
79 H -7.293 2.340 -3.296  C61 1.096
80 H 3.592 -4.088 -2.138  C37 1.092
81 H -4.948 -3.826 -1.342  C67 1.100
82 H -3.922 3.808 -4.367  C23 1.106
83 H 6.976 2.682 -2.058  C26 1.089
84 H -6.755 0.697 -3.405  C61 1.096
85 H -0.127 -4.371 -5.639  C35 1.087
86 H 2.679 -3.403 4.347  C71 1.101
87 H 5.976 1.500 -2.829  C26 1.094
88 H 1.787 -0.977 -5.495  C18 1.096
89 H -0.148 -1.193 4.457  C40 1.095
90 H 4.374 0.066 -1.563  C39 1.098
91 H -0.997 2.334 -6.710  C51 1.095
92 H 4.576 1.528 3.371  C32 1.081
93 H 0.174 -6.205 4.447  C27 1.108
94 H 4.648 4.480 1.056  C53 1.088
95 H -5.548 3.884 -5.030  C23 1.084
96 H -4.420 0.137 -4.518  C49 1.090
97 H -2.812 -2.624 -6.719  C52 1.103
98 H 6.035 3.717 3.374  C56 1.094
99 H 0.605 4.618 -3.948  C31 1.079
100 H -0.692 -3.883 5.332  N14 1.019
101 H 0.377 -1.111 1.953  C38 1.106
102 H 3.032 0.848 4.600  C36 1.095
103 H 2.106 -1.171 -3.776  C18 1.091
104 H -6.415 1.409 -0.664  C66 1.079
105 H -0.547 -0.607 -3.703  C68 1.103
106 H -4.125 1.434 0.285  C25 1.090
107 H 6.899 0.598 1.155  O9 0.983
108 H -0.318 -3.147 -0.902  C29 1.110
109 H -0.979 -0.535 7.310  C54 1.077
110 H -2.912 -1.490 -5.388  C52 1.088
111 H -4.850 -1.852 -3.251  C57 1.095
112 H -7.148 2.773 -1.540  C66 1.092
113 H -4.889 -2.983 -5.236  C59 1.093
114 H -0.559 -0.147 -5.373  C68 1.099
115 H 0.581 3.224 -1.966  C58 1.081
116 H 2.594 3.729 -6.480  C22 1.088
117 H 0.425 -5.178 2.283  C42 1.101
118 H -4.898 4.801 -0.902  C43 1.096
119 H -1.269 -5.102 8.582  C60 1.118
120 H 1.476 -1.664 -1.424  N17 1.020
121 H -6.625 4.387 -2.932  C44 1.104
122 H -3.768 3.136 0.607  C25 1.104
123 H 3.905 2.735 -1.973  C63 1.094
124 H 5.487 -0.364 -0.247  C39 1.101
125 H 4.050 1.000 1.737  C32 1.081
126 H -3.929 0.188 -2.201  O10 0.961
127 H -0.510 2.572 -3.178  C58 1.086
128 H -4.033 -2.746 1.136  C46 1.096
129 H -0.240 1.860 -0.190  C21 1.102
130 H -0.884 -3.983 2.617  C42 1.091
131 H 2.390 -4.989 3.606  C71 1.103
132 H -0.206 -4.623 -2.705  C64 1.093
133 H 4.996 3.817 -1.188  C63 1.097
134 H 3.094 -3.892 -3.847  C37 1.102
135 H 7.237 3.993 2.016  C56 1.096
136 H 0.862 -3.263 -3.202  C64 1.108
137 H 1.450 -0.559 4.472  C40 1.100
138 H 3.964 0.377 0.082  C39 1.078
139 H -6.970 1.622 -4.865  C61 1.107
140 H -2.361 -4.092 7.532  C60 1.109
141 H 0.838 -4.301 -0.356  C29 1.097
142 H -4.988 -2.145 -0.818  C67 1.090
143 H 3.723 3.636 2.286  C53 1.096
144 H -1.928 -6.226 6.547  C47 1.091
145 H -1.343 0.451 -0.182  C21 1.104
146 H -1.388 -6.150 3.641  C27 1.112
147 H 2.930 2.094 0.343  C20 1.099
148 H 1.849 -2.887 1.154  C48 1.085
149 H -1.370 2.581 -5.096  C51 1.089
150 H 1.067 0.901 -2.137  C41 1.089
151 H 1.163 3.502 -7.552  C22 1.086
152 H -5.447 5.637 -3.298  C44 1.102
153 H 2.519 -1.364 0.700  C48 1.106
154 H 3.116 -0.148 -4.679  C18 1.086
155 H -0.422 -1.651 0.425  C38 1.090
156 H -2.839 -3.916 -3.377  N16 1.015
157 H 0.331 2.917 3.038  C45 1.095
158 H -2.417 -3.370 1.091  C46 1.079
159 H 7.211 0.940 -1.780  C26 1.085
160 H 0.668 3.838 5.305  C70 1.117
161 H -1.799 -4.852 -5.987  C35 1.103
162 H -3.740 -4.459 0.680  C46 1.101
163 H 0.809 -1.485 5.897  C40 1.098
164 H -0.765 1.228 1.332  C21 1.101
165 H -3.254 1.501 -4.680  C49 1.087
166 H -2.037 -0.256 5.861  C54 1.092
167 H -1.156 2.369 4.917  C55 1.098
168 H 1.715 -4.660 5.192  C71 1.094
169 H 0.398 0.797 -6.618  O7 0.982
170 H -1.048 0.990 -4.123  C68 1.079
171 H 3.033 3.916 7.094  C33 1.092
172 H 2.615 2.500 8.066  C33 1.086
173 H 2.132 3.768 4.451  C70 1.092
174 H -3.180 -1.915 -2.783  C57 1.107
175 H 2.112 3.884 -3.919  C31 1.094
176 H -6.535 2.982 0.105  C66 1.090
177 H -1.072 0.997 3.763  C55 1.095
178 H -2.907 2.296 -0.676  C25 1.093
179 H 3.697 -5.442 -3.259  C37 1.092
180 H 1.373 3.605 7.593  C33 1.101
181 H -0.189 -6.006 6.604  C47 1.118
182 H 1.259 4.857 -6.400  C22 1.090
183 H 7.200 2.469 2.962  C56 1.092
184 H -0.257 -3.307 9.669  C19 1.117
185 H -4.595 1.379 -5.790  C49 1.096
186 H -0.959 -3.723 -7.103  C35 1.111
187 H 3.871 2.216 5.211  C36 1.090
188 H 0.164 -1.884 8.737  C19 1.093
189 H 1.398 1.556 3.416  C45 1.090
190 H -1.052 3.935 -6.097  C51 1.092
191 H -1.716 1.077 6.965  C54 1.091
192 H -1.544 -2.359 8.831  C19 1.097